ORCA calculation (the ωB97M-V functional and the def2-TZVPD basis) on C3H5PS in the gas phase in a non-equilibrium geometry.

total energy: -856.72503 hartree
ΔE to the lowest compared entry with this formula, charge and spin: 57.3 kcal per mole
orbital gap (spin up / spin down): 7.556 / 7.557 eV
structure (SMILES): P/C=C/C=S
HOMO (spin up / spin down): -8.88 / -8.88 eV
largest force on an atom: 6.49 eV/A

XYZ file:
```
10
Properties=species:S:1:pos:R:3:forces:R:3
C -0.4277 0.4180 -0.1971 5.03 3.97 0.98
C 0.9576 0.0756 -0.1566 -0.49 -1.30 -1.35
C 2.3832 0.6679 -0.3408 -1.08 -3.37 1.52
P -1.7264 -0.6976 -0.3359 -1.42 -2.79 1.38
S 3.6584 -0.4307 -0.3124 -1.72 1.88 -0.41
H -0.7288 1.5720 -0.1723 0.81 -2.52 -0.27
H 1.2949 -1.0185 -0.1848 -1.64 1.08 0.23
H 2.5544 1.6737 -0.1486 0.36 1.96 -0.28
H -2.5365 -0.5302 0.8973 0.78 0.38 -0.98
H -1.0116 -1.8202 0.3098 -0.61 0.71 -0.82
```
Positions in Å, forces in eV/Å.


ORCA calculation (the ωB97M-V functional and the def2-TZVPD basis) on 3 unconnected molecules or ions with the total composition C4H14N3O in a non-equilibrium geometry.

total energy: -399.68200 hartree
ΔE to the lowest compared entry with this formula, charge and spin: 282.7 kcal per mole
charge: +1
orbital gap: 4.445 eV
HOMO: -13.23 eV
largest force on an atom: 6.23 eV/A

XYZ file:
```
22
Properties=species:S:1:pos:R:3:forces:R:3
C -0.4060 0.0349 2.1168 -2.65 0.34 0.81
C -1.3007 0.3214 0.9017 -1.14 -1.46 -2.06
C -0.6261 1.1014 -0.2944 1.69 -1.40 0.31
N 0.7054 -2.1118 0.0017 -2.01 2.33 -0.34
C 0.5860 -0.9474 -0.9512 5.74 -0.90 2.25
N 0.6815 0.4417 -0.7844 -3.70 -2.23 1.73
N -0.8066 -1.1709 2.7068 1.47 1.17 -1.07
H -0.5315 0.8831 2.8087 0.73 -0.07 0.49
H 0.6364 0.1316 1.7687 0.90 -0.33 -0.43
H -2.3681 0.5123 1.1826 1.09 0.97 0.03
H -1.5265 -0.6291 0.4248 0.24 -0.62 0.10
H -0.3430 2.0716 -0.0002 0.24 1.35 0.10
H -1.2635 1.1752 -1.2097 0.03 -0.26 0.74
H -0.5304 -1.1669 -1.3069 -4.34 -0.86 -2.46
H 1.5812 -2.5923 0.1670 0.09 0.41 -0.72
H 1.1770 -1.3361 -1.7755 0.25 0.61 -0.35
H -0.6004 -1.1665 3.7142 -0.21 0.15 0.10
H -1.1108 -1.4156 -1.9712 1.13 0.50 1.31
H 0.0778 -2.1386 0.8005 0.30 0.01 -0.26
H 0.9767 1.5094 -2.1992 0.29 0.48 -0.22
H 1.5481 2.1323 -3.5008 -0.53 0.35 0.72
O 1.0007 2.3412 -2.7127 0.40 -0.53 -0.79
```
Positions in Å, forces in eV/Å.


ORCA calculation (the ωB97M-V functional and the def2-TZVPD basis) on 3 unconnected molecules or ions with the total composition C4H10N2O2 in a non-equilibrium geometry.

total energy: -418.38975 hartree
ΔE to the lowest compared entry with this formula, charge and spin: 44.7 kcal per mole
orbital gap: 9.310 eV
structure (SMILES): Cc1cnc[nH]1.O.O
HOMO: -8.95 eV
largest force on an atom: 2.67 eV/A

XYZ file:
```
18
Properties=species:S:1:pos:R:3:forces:R:3
C 0.4942 -1.4044 -0.7661 -1.75 -0.40 -1.98
C 0.2500 -0.1761 0.0348 1.02 -1.83 0.42
C 0.2786 -0.0755 1.3889 -1.19 1.57 0.26
N -0.1256 1.2196 1.7379 0.08 -0.48 0.19
C -0.3630 1.8381 0.6274 0.27 -0.03 -0.37
N -0.1190 1.0321 -0.4681 -0.09 0.05 0.85
H 0.8018 -1.2298 -1.8063 0.75 0.31 0.38
H 1.0405 -2.2400 -0.3534 0.50 0.40 0.49
H -0.4778 -1.8679 -1.0301 -0.02 0.09 0.51
H 0.2832 -0.8114 2.1726 0.60 -0.27 -0.20
H -0.6798 2.8593 0.5553 -0.04 0.21 -0.21
H -0.2265 1.2114 -1.4405 -0.11 0.40 -0.40
H -3.9490 -3.1848 -0.1040 0.37 -0.16 -0.75
H -3.0003 -2.5495 -1.1032 0.64 1.00 -0.19
O -3.5070 -3.3298 -0.9658 -1.01 -0.82 0.95
H 3.3621 1.5921 -1.4546 -0.32 -0.30 -0.10
H 2.5183 1.4446 -0.1405 -0.84 -0.62 0.09
O 3.2739 1.8467 -0.5381 1.14 0.89 0.05
```
Positions in Å, forces in eV/Å.


ORCA calculation (the ωB97M-V functional and the def2-TZVPD basis) on a molecular structure, C12H14F5IN2OPbTe in a non-equilibrium geometry.

total energy: -1908.39437 hartree
ΔE to the lowest compared entry with this formula, charge and spin: 0.0 kcal per mole
orbital gap: 7.293 eV
HOMO: -8.50 eV
largest force on an atom: 1.61 eV/A

XYZ file:
```
37
Properties=species:S:1:pos:R:3:forces:R:3
C 3.5544 4.2414 1.0583 0.36 -0.02 -0.06
C 4.7369 3.3290 0.6861 0.00 0.33 0.13
H 3.2689 4.8636 0.2024 -0.10 -0.17 0.13
H 3.8541 4.9271 1.8610 -0.15 -0.16 -0.11
H 2.6754 3.6774 1.3905 0.23 0.18 -0.05
H 4.4432 2.5383 -0.0120 0.05 0.07 0.10
H 5.5322 3.9180 0.2104 -0.15 -0.17 0.04
H 5.1800 2.8738 1.5793 -0.16 -0.07 -0.18
C -2.7432 1.0784 -0.7243 0.11 -0.16 -0.10
C -3.9566 1.0273 -1.4096 0.16 -0.42 -0.16
C -4.2090 -0.0718 -2.2402 0.27 0.28 0.33
C -3.2393 -1.0636 -2.3511 0.59 0.13 0.39
H -2.4980 1.9174 -0.0677 -0.12 -0.22 -0.18
H -4.6676 1.8401 -1.2813 0.11 -0.25 -0.07
H -5.1403 -0.1585 -2.7944 0.15 0.06 0.12
H -3.3813 -1.9432 -2.9748 -0.17 0.37 0.12
N -1.7918 0.1347 -0.8326 -0.65 -0.05 -0.39
C -2.0329 -0.9313 -1.6404 -0.32 0.70 0.19
C -0.9486 -1.9420 -1.7311 0.93 -0.53 -0.05
N 0.1777 -1.6627 -1.0333 -0.33 -1.06 -0.19
C 1.1561 -2.5857 -0.9922 -0.56 0.17 -0.50
C -0.0218 -4.0356 -2.5108 0.05 0.43 0.24
C 1.1135 -3.7684 -1.7390 -0.21 0.28 0.14
H 2.0014 -2.3557 -0.3414 -0.15 -0.04 -0.23
H 1.9621 -4.4464 -1.7021 -0.24 0.05 -0.02
C -1.0741 -3.1217 -2.4959 0.10 0.57 0.43
H -1.9936 -3.2854 -3.0584 0.45 -0.18 0.15
H -0.0985 -4.9382 -3.1105 0.07 0.13 0.13
Pb 0.4999 0.6610 0.4094 -0.09 0.01 0.00
I -0.4139 3.4133 1.2475 -0.10 -0.51 -0.16
F -0.9198 -0.1575 5.4555 0.56 -0.52 -1.42
Te -0.2582 -0.6233 3.7314 0.10 0.36 -0.26
F 0.6245 1.0715 3.7217 -0.56 -1.01 0.22
F -1.8257 0.2120 3.0285 0.80 -0.49 0.58
F 1.2572 -1.3826 4.5836 -1.05 0.44 -0.40
F -1.1751 -2.2747 3.8627 0.47 1.01 0.15
O 0.3519 -0.9762 2.0148 -0.44 0.47 0.92
```
Positions in Å, forces in eV/Å.


ORCA calculation (the ωB97M-V functional and the def2-TZVPD basis) on 2 unconnected molecules or ions with the total composition C5H14S in a non-equilibrium geometry.

total energy: -597.01632 hartree
ΔE to the lowest compared entry with this formula, charge and spin: 38.3 kcal per mole
orbital gap: 9.211 eV
structure (SMILES): CCC.CSC
HOMO: -8.26 eV
largest force on an atom: 3.90 eV/A

XYZ file:
```
20
Properties=species:S:1:pos:R:3:forces:R:3
C 2.2036 -0.1954 -1.7678 -3.72 0.42 1.10
S 2.9872 -1.7423 -1.8628 2.47 -0.88 -0.70
C 2.8982 -2.3998 -0.1878 2.10 1.04 0.69
H 2.3910 0.5583 -2.4585 1.35 0.60 -2.14
H 1.1411 -0.4564 -2.0168 0.45 0.72 0.61
H 2.1808 0.4822 -0.9012 0.33 -1.12 0.67
H 3.7169 -3.1646 0.0380 -1.64 0.55 -0.84
H 1.8764 -2.6452 -0.1233 -0.92 -1.09 1.01
H 3.1610 -1.6000 0.5349 -0.43 -0.24 -0.40
C -1.5127 -0.0880 0.0949 -1.46 1.02 2.97
C -2.5388 0.7553 0.9682 -0.22 0.07 -0.09
C -2.1606 2.2433 1.2987 -0.15 -1.34 -0.41
H -0.5885 0.2792 0.4820 1.22 -0.61 0.47
H -1.7523 -1.1468 0.3987 0.74 0.94 -1.35
H -1.4916 0.2994 -0.8945 -0.51 -0.65 -1.24
H -3.5133 0.7821 0.4061 0.70 -0.14 0.82
H -2.6558 0.2314 1.9346 -0.32 0.06 -0.53
H -3.0671 2.7539 1.5733 -0.39 0.35 0.06
H -1.8202 2.6334 0.3515 0.42 0.73 -0.05
H -1.4552 2.4201 2.1316 -0.01 -0.44 -0.66
```
Positions in Å, forces in eV/Å.


ORCA calculation (the ωB97M-V functional and the def2-TZVPD basis) on C6H15N3O in the gas phase in a non-equilibrium geometry.

total energy: -476.84769 hartree
ΔE to the lowest compared entry with this formula, charge and spin: 184.1 kcal per mole
orbital gap (spin up / spin down): 8.801 / 8.210 eV
HOMO (spin up / spin down): -8.17 / -7.58 eV
largest force on an atom: 3.50 eV/A

XYZ file:
```
25
Properties=species:S:1:pos:R:3:forces:R:3
C -2.9593 -1.2518 0.3337 -2.74 1.57 -1.49
C -1.5790 0.9524 0.7504 2.39 -1.90 -1.71
C -1.9482 0.1389 -1.6756 -2.69 -0.43 1.95
C 2.7777 -1.2641 0.5437 2.38 -1.47 -1.43
C 3.2597 0.9696 1.1394 -1.04 1.68 -0.22
C -1.8824 -0.2869 -0.1369 1.54 -0.11 -0.56
N 1.2519 0.3947 -0.1319 -1.06 1.25 0.28
N 2.5225 0.1082 0.2460 -0.16 -0.47 -0.49
N -0.7202 -1.2102 0.0028 0.15 0.41 -0.56
O 0.5712 -0.7862 -0.0747 0.35 -1.08 0.44
H -2.7435 -1.7536 1.2164 1.09 -1.16 1.42
H -3.8716 -0.6971 0.6579 0.40 0.03 -0.58
H -3.3184 -1.9620 -0.4467 0.61 0.43 0.50
H -2.2530 1.7260 0.6780 -1.51 1.85 -0.64
H -0.5236 1.2181 0.4233 -1.63 0.47 0.65
H -1.5364 0.6980 1.7696 0.13 -0.65 1.42
H -2.1220 -0.7390 -2.3319 0.61 0.53 0.41
H -2.8867 0.7901 -1.7815 1.54 -0.54 -0.02
H -1.0305 0.6687 -1.7807 0.50 0.50 -0.97
H 2.3784 -1.4985 1.5066 -0.99 -0.85 0.42
H 2.5048 -1.9250 -0.3538 0.22 0.75 1.85
H 3.8838 -1.3838 0.7296 -0.89 0.26 -0.55
H 4.2638 0.7712 0.9563 1.91 -0.33 -0.42
H 3.1406 2.0478 0.9667 -0.43 -0.40 -0.24
H 3.1331 0.8022 2.1982 -0.68 -0.36 0.53
```
Positions in Å, forces in eV/Å.


no.,molar mass (g mol⁻¹)
1,104.11
2,120.18
3,118.14
4,758.95
5,106.23
6,145.21